Molecular formula: C35H52AuOP4
Method: DFT, ωB97M-V/def2-TZVPD

XYZ file:
```
93
Properties=species:S:1:pos:R:3:forces:R:3
Au 0.351447 1.425871 0.844234 -0.9 0.2 0.5
P 1.731531 -0.269491 1.777698 1.0 -1.1 0.7
P 1.640994 3.014669 -0.249864 0.9 -0.1 0.0
P -2.073938 -2.933199 -1.971904 -0.4 0.5 -0.1
H -0.130236 2.685271 -7.136417 0.0 0.0 0.1
C -1.033462 2.154915 -6.859026 -1.0 0.1 -0.2
C -2.105435 2.784891 -6.357195 0.4 -0.2 -0.8
H -2.125088 3.872473 -6.267385 0.1 -0.3 0.3
C 2.758246 -1.052460 0.477992 -0.1 0.1 0.0
C 2.895257 0.317829 3.056731 -0.2 0.9 0.0
C 0.910806 -1.693094 2.578302 -0.3 0.0 0.1
C 0.709085 3.544155 -1.697122 0.0 0.0 -0.3
C 2.067930 4.502448 0.694823 0.1 0.0 0.2
C 3.235129 2.353491 -0.799125 0.1 0.3 -0.3
C -3.227406 -3.955920 -2.892270 -0.3 -0.3 -0.1
C -2.282975 -3.158638 -0.217817 -0.4 -0.2 0.6
C -0.397615 -3.320496 -2.429117 0.5 0.0 -0.3
H -1.104259 1.111304 -7.195428 0.2 0.4 0.4
H -3.058438 2.261485 -6.231812 0.4 0.2 0.1
H 3.423406 -1.811637 0.928777 -0.3 0.4 -0.1
H 3.357536 -0.292363 -0.038431 -0.1 -0.3 0.1
H 2.094195 -1.548387 -0.245218 0.2 0.2 0.2
H 3.587288 -0.478553 3.361662 -0.3 0.1 -0.2
H 2.323169 0.665011 3.942363 0.3 -0.2 -0.5
H 3.481173 1.170880 2.663980 -0.2 -0.4 0.2
H 1.515361 -2.607543 2.468439 -0.1 0.4 0.0
H -0.065319 -1.844543 2.105534 0.1 -0.1 0.1
H 0.740934 -1.494544 3.651405 0.2 0.0 -0.6
H 0.834804 4.625254 -1.817231 -0.1 -0.2 -0.2
H -0.351285 3.293851 -1.580458 0.2 0.2 -0.1
H 1.104657 3.017466 -2.573177 -0.1 0.2 0.0
H 2.785261 5.088088 0.094470 -0.3 -0.2 0.2
H 2.542802 4.223038 1.652413 -0.2 0.2 -0.4
H 1.167721 5.103418 0.879232 0.3 -0.2 0.0
H 3.784509 3.181698 -1.264548 0.1 -0.3 0.0
H 3.089383 1.562181 -1.547880 0.1 0.2 0.3
H 3.808304 1.970943 0.058165 -0.2 0.2 -0.3
H -3.216874 -5.017124 -2.563188 0.2 0.7 0.0
H -2.974230 -3.944957 -3.959591 0.0 0.1 0.2
H -4.243594 -3.563805 -2.761997 0.2 -0.1 0.0
H -3.354258 -3.288601 0.001491 0.3 0.1 0.0
H -1.948451 -2.274333 0.341677 0.0 -0.2 -0.2
H -1.746136 -4.059537 0.107658 -0.1 0.2 -0.1
H -0.429955 -4.031136 -3.254445 0.1 -0.1 0.0
H 0.127648 -3.779385 -1.588849 0.0 0.0 -0.1
H 0.135519 -2.432252 -2.782394 -0.1 -0.1 0.2
C -1.929646 0.665422 -3.083892 0.0 0.0 0.5
C -0.578036 0.379935 -3.533310 0.0 -0.5 0.2
C -0.406770 -0.400454 -4.650425 0.5 0.1 -0.1
C -1.507396 -0.813807 -5.426883 -0.2 -0.2 -0.2
C -2.810087 -0.384430 -5.110552 -0.2 0.0 -0.5
C -3.007915 0.407382 -4.016513 -0.5 -0.1 0.5
O -2.193407 0.951161 -1.882316 0.7 0.3 -0.9
H -2.309211 -1.546172 -2.238754 0.0 -0.9 0.0
H 0.260183 0.637166 -2.875310 -0.3 0.0 -0.3
H 0.594026 -0.718572 -4.969001 -0.4 0.2 0.2
H -1.348206 -1.446979 -6.304901 0.0 0.2 0.3
H -3.654372 -0.656049 -5.757384 0.4 0.1 0.3
H -3.997599 0.748748 -3.703496 0.3 -0.1 -0.2
C -3.836951 5.308946 1.436887 0.3 -0.3 0.0
C -3.131035 4.694219 0.395532 -0.1 -0.1 0.0
C -2.542498 3.438630 0.586226 0.2 0.4 0.4
C -2.574670 2.837695 1.855771 0.0 0.2 -0.7
C -3.345615 3.411430 2.872933 0.0 0.2 0.1
C -3.964566 4.652307 2.667056 0.1 -0.3 -0.1
P -1.709486 1.243588 2.052589 -2.0 -0.2 1.5
C -1.259736 1.159727 3.816246 0.6 -0.2 0.4
C -0.786152 2.308803 4.477607 0.2 -0.1 -0.1
C -0.143004 2.205707 5.715955 -0.1 -0.2 -0.1
C 0.033105 0.952425 6.319843 0.0 0.2 -0.3
C -0.480392 -0.189496 5.697229 -0.1 0.1 0.0
C -1.134583 -0.084056 4.468069 0.2 0.1 -0.1
C -3.126387 0.082989 1.867991 -0.8 -0.3 -0.4
C -3.792492 -0.568592 2.923983 0.3 -0.1 0.1
C -4.867080 -1.430245 2.670237 0.0 0.1 -0.2
C -5.377906 -1.559616 1.377865 0.1 -0.2 -0.1
C -4.816997 -0.813421 0.341385 0.1 0.0 0.0
C -3.713992 0.000908 0.588757 0.5 0.0 -0.1
H -4.283122 6.294573 1.283712 0.1 -0.4 0.1
H -3.039975 5.201283 -0.567519 -0.1 -0.2 0.3
H -2.046937 2.909412 -0.231636 -0.1 0.3 0.1
H -3.453676 2.890210 3.827462 0.0 0.3 -0.2
H -4.535818 5.116457 3.471637 0.1 -0.2 -0.2
H -0.916588 3.284806 4.007193 0.1 -0.2 0.2
H 0.233028 3.105201 6.203586 -0.1 -0.2 -0.1
H 0.575897 0.867704 7.264574 -0.3 0.0 -0.3
H -0.362934 -1.167938 6.171486 -0.1 0.3 -0.1
H -1.538751 -0.982469 3.997985 0.3 0.2 0.2
H -3.476885 -0.405850 3.955496 -0.2 -0.2 -0.4
H -5.314861 -2.017299 3.474662 0.1 0.4 -0.1
H -6.202546 -2.248344 1.164954 0.3 0.3 0.2
H -5.231005 -0.885035 -0.670208 0.1 0.2 0.4
H -3.293696 0.590262 -0.227665 -0.2 -0.3 0.2
```
Positions in Å, forces in eV/Å.

Calculated values
Total charge: +3
Lowest unoccupied orbital energy (alpha / beta) in eV: -7.9 / -10.6
Gap between HOMO and LUMO (alpha / beta) in eV: 7.91 / 5.18
Highest occupied orbital energy (alpha / beta) in eV: -15.807 / -15.807
Spin multiplicity: 3
Relative energy (zero: lowest compared OMol25 entry of this formula, charge and spin) in eV: 0.0000